(1)
Computed, not measured: a molecular structure, C23H25BrCoI2N2O3Si, with ωB97M-V/def2-TZVPD.

```
58
C23H25BrCoI2N2O3Si, DFT ωB97M-V/def2-TZVPD
Co -0.20859 0.17328 -0.05483
C 2.77480 3.37406 -1.65129
C 1.61404 3.79823 -0.80911
N 1.56021 5.03481 -0.39905
C 0.50858 5.45302 0.34588
C -0.55761 4.66203 0.65185
C -1.71305 5.23816 1.42340
O -1.97787 4.54599 2.63812
C -0.53364 3.30145 0.22437
C -1.69846 2.50340 0.39505
N -1.85590 1.24733 0.08423
C -3.18155 0.72343 0.15086
C -4.31780 1.53466 0.07119
C -5.58948 1.00126 0.17471
C -5.76868 -0.36426 0.33736
C -4.66033 -1.19101 0.36442
C -3.38571 -0.65326 0.25959
I -1.75325 -1.94541 0.20767
C 0.59796 2.82484 -0.46717
O 0.75387 1.60500 -0.84448
H 3.33370 4.25552 -1.95403
H 2.43753 2.82015 -2.52852
H 3.43517 2.70899 -1.09159
H 0.53856 6.48735 0.66845
H -2.64319 5.18046 0.85264
H -1.52130 6.29985 1.60393
H -1.16558 4.52429 3.15532
H -2.54954 3.02925 0.81009
H -4.22384 2.59639 -0.10303
H -6.44537 1.65981 0.11301
H -6.76123 -0.78528 0.41720
H -4.78277 -2.26161 0.46024
C 2.97933 1.46238 1.71608
Si 2.78881 -0.21193 0.88285
C 3.63336 -0.22633 -0.79355
C 3.63898 -1.47692 1.98168
O 1.21653 -0.62383 0.74058
H 4.02681 1.72625 1.87925
H 2.48537 1.45466 2.69115
H 2.52551 2.25991 1.12975
H 4.71763 -0.13410 -0.68539
H 3.28039 0.58586 -1.42785
H 3.43543 -1.16239 -1.32424
H 4.55769 -1.06506 2.40537
H 3.90558 -2.38773 1.44178
H 2.98579 -1.76127 2.80943
Br 1.31963 -6.58390 1.42197
C 0.70993 -6.53545 -0.36700
C 0.24596 -7.72118 -0.92242
C -0.21344 -7.74265 -2.22751
C -0.21073 -6.57770 -2.98084
C 0.25246 -5.39769 -2.42560
C 0.71732 -5.36276 -1.11366
I 1.37208 -3.53534 -0.34872
H 0.25011 -8.62135 -0.32424
H -0.57190 -8.67026 -2.65282
H -0.56699 -6.58547 -4.00203
H 0.25865 -4.48792 -3.01041
```

Output
- multiplicity = 2
- orbital gap (alpha / beta) (eV) = 7.4444 / 7.4381
- molecular weight (g/mol) = 798.2
- lowest unoccupied orbital energy (alpha / beta) (eV) = -0.780 / -0.811

(2)
Computed, not measured: 2 unconnected molecules or ions with the total composition C4H10O2 in a non-equilibrium geometry, with ωB97M-V/def2-TZVPD.

```
16
C4H10O2, DFT ωB97M-V/def2-TZVPD
C 1.07695 -0.85747 1.64428
C 1.00312 0.30097 0.68531
C 0.48735 0.25431 -0.53971
C 0.05174 1.41547 -1.38103
O 0.07743 -0.91952 -1.12732
H 2.06726 -1.30699 1.68775
H 0.64593 -0.58556 2.60481
H 0.41803 -1.66624 1.29487
H 1.52176 1.21343 0.93687
H -0.31445 1.01913 -2.32761
H -0.76400 1.93911 -0.89001
H 0.87413 2.08656 -1.61594
H 0.34810 -1.65669 -0.56097
O -2.72260 -0.34315 0.17917
H -1.76420 -0.25522 0.10008
H -3.00654 -0.63814 -0.69054
```

Output
- energy relative to the best compared isomer or geometry (same formula, charge and spin) (kcal per mole) = 25.7
- orbital gap (eV) = 9.5184
- molecular weight (g/mol) = 90.1
- lowest unoccupied orbital energy (eV) = 0.745
- structure (SMILES) = C/C=C(/C)O.O

(3)
Computed, not measured: a molecular structure, C63H67AsBN10O2PSn in a non-equilibrium geometry, with ωB97M-V/def2-TZVPD.

```
146
C63H67AsBN10O2PSn, DFT ωB97M-V/def2-TZVPD
Sn 0.56088 -0.21405 0.44521
C 3.78885 1.48771 0.08045
C 3.33492 0.74088 -1.13029
C 4.06291 0.45639 -2.28814
C 3.19242 -0.24324 -3.09872
N 2.01219 -0.34753 -2.46938
N 2.10138 0.24035 -1.25367
B 0.72170 -1.06156 -2.93517
N 0.58863 -2.38076 -2.15527
C 0.71204 -3.65689 -2.55609
C 0.56305 -4.47385 -1.45430
C 0.36269 -3.60180 -0.38075
C 0.16787 -3.94622 1.05897
N 0.37993 -2.33928 -0.81643
N -0.51341 -0.17784 -2.61261
C -1.42306 0.27031 -3.48937
C -2.39254 0.96569 -2.79717
C -1.99922 0.90801 -1.45656
C -2.63795 1.56119 -0.28410
N -0.86188 0.20717 -1.36653
N 0.73268 -1.25801 -4.43949
C 1.09625 -0.34082 -5.38352
C 0.65080 -0.78695 -6.59447
C 0.01210 -2.02672 -6.31923
C -0.65862 -2.94109 -7.27878
N 0.06625 -2.27679 -5.02230
H 4.35723 2.36845 -0.21613
H 2.93381 1.78802 0.68992
H 4.45028 0.86396 0.68789
H 5.08446 0.71959 -2.50271
H 3.35965 -0.66844 -4.07346
H 0.87909 -3.90494 -3.58700
H 0.61071 -5.54874 -1.42840
H 1.05816 -4.43888 1.44942
H -0.02545 -3.04614 1.64335
H -0.65737 -4.64871 1.18157
H -1.34740 0.08212 -4.54734
H -3.25456 1.46124 -3.20990
H -3.64073 1.90131 -0.52883
H -2.67882 0.89344 0.57860
H -2.04715 2.42011 0.00705
H 1.60146 0.57411 -5.11977
H 0.78958 -0.33613 -7.56231
H -0.12412 -2.96485 -8.22679
H -0.72954 -3.94640 -6.87002
H -1.66891 -2.58579 -7.49226
N -3.03873 -2.97518 0.86582
P -3.46745 -2.02778 -0.44377
C -4.88995 -1.00515 0.06937
C -5.49443 -1.11845 1.31808
C -6.62585 -0.36683 1.59103
C -7.13278 0.51349 0.64386
C -6.51272 0.64030 -0.59144
C -5.38676 -0.11160 -0.87793
C -4.12139 -3.21693 -1.64314
C -4.33083 -2.76644 -2.94742
C -4.93487 -3.59109 -3.87962
C -5.33020 -4.87162 -3.51789
C -5.10321 -5.32857 -2.22659
C -4.48453 -4.51885 -1.28992
C -2.58738 -2.40000 2.05907
C -2.55307 -3.12379 3.24937
C -2.20101 -2.45205 4.40456
C -1.90046 -1.09671 4.33364
C -1.92707 -0.47846 3.09753
N -2.24872 -1.11541 1.97242
H -2.86744 -3.96174 0.73494
H -5.11853 -1.79612 2.07112
H -7.11807 -0.47337 2.54830
H -8.01091 1.10261 0.87081
H -6.90280 1.32974 -1.32789
H -4.90140 -0.01394 -1.84214
H -4.01528 -1.76983 -3.23442
H -5.09426 -3.23337 -4.88732
H -5.80735 -5.51747 -4.24193
H -5.42256 -6.31992 -1.93489
H -4.34572 -4.90867 -0.29136
H -2.83625 -4.16794 3.26685
H -2.17449 -2.97314 5.35200
H -1.64586 -0.53792 5.22251
H -1.68837 0.57365 2.98685
O 0.49746 2.09823 0.93822
As 0.28450 3.72147 0.58220
C 0.18169 3.90330 -1.33107
C 1.30003 3.45848 -2.03169
C 1.28932 3.44000 -3.41610
C 0.16839 3.89122 -4.10076
C -0.94184 4.34309 -3.40273
C -0.94739 4.33528 -2.01535
C 1.79509 4.64296 1.33539
C 2.80510 5.20900 0.56956
C 3.87200 5.82419 1.21028
C 3.92154 5.87212 2.59547
C 2.90799 5.30351 3.35718
C 1.83717 4.69150 2.72621
C -1.29633 4.30789 1.50600
C -2.05055 5.39785 1.08475
C -3.23650 5.69684 1.73982
C -3.64915 4.93518 2.82360
C -2.87159 3.87338 3.26998
C -1.69979 3.55596 2.60407
H 2.17081 3.12555 -1.48163
H 2.15963 3.09119 -3.95767
H 0.16392 3.90370 -5.18276
H -1.80495 4.71209 -3.94047
H -1.82621 4.67175 -1.48092
H 2.75178 5.19997 -0.51201
H 4.66194 6.27512 0.62480
H 4.74724 6.37154 3.08449
H 2.95244 5.34538 4.43735
H 1.02184 4.26529 3.30016
H -1.71184 6.01643 0.26298
H -3.83618 6.53405 1.40876
H -4.57255 5.17714 3.33239
H -3.17513 3.30207 4.13750
H -1.08587 2.71647 2.90971
C 4.81108 -2.27666 -0.23237
C 5.05602 -2.98230 1.11660
C 3.92553 -3.98708 1.40215
C 5.18941 -1.99152 2.22759
C 6.38676 -1.80680 2.85150
C 6.50785 -0.94240 3.95424
C 5.38799 -0.30808 4.53363
C 4.14227 -0.44871 4.00735
C 2.94995 0.11058 4.71627
C 2.28692 1.25784 3.93016
C 1.95190 -1.01422 5.03488
C 4.00628 -1.18893 2.70815
O 3.00264 -1.10197 2.03968
H 4.80537 -3.02652 -1.02225
H 5.59919 -1.55578 -0.44982
H 3.84604 -1.77446 -0.22806
H 5.99976 -3.52612 1.04956
H 2.97508 -3.46624 1.48364
H 4.11661 -4.54096 2.32217
H 3.86846 -4.69843 0.57985
H 7.25393 -2.35712 2.51075
H 7.47876 -0.81522 4.41989
H 5.52499 0.27076 5.43751
H 3.31324 0.52333 5.65949
H 1.73186 0.88243 3.07310
H 3.03528 1.96778 3.57472
H 1.59763 1.78684 4.58771
H 1.51167 -1.41520 4.12174
H 1.16242 -0.62486 5.67399
H 2.44064 -1.82829 5.57289
```

Output
- energy relative to the best compared isomer or geometry (same formula, charge and spin) (kcal per mole) = 0.0
- multiplicity = 2
- orbital gap (eV) = 4.0605
- molecular weight (g/mol) = 1231.7
- lowest unoccupied orbital energy (eV) = -10.430
- net charge = +3